DFT (ωB97M-V/def2-TZVPD) results for a structure of composition C30H42NO5PTc in a non-equilibrium geometry.

```
80
Properties=species:S:1:pos:R:3:forces:R:3:mulliken_charge:R:1
C -0.55851 1.75326 0.65306 -0.1 0.0 0.1 -0.08
H -1.57964 0.48087 2.78204 0.0 0.0 0.0 0.74
Tc 2.30468 -0.37398 -1.76046 0.3 -1.2 -1.0 0.66
H -0.18037 -3.41522 1.88558 0.0 0.0 0.0 0.42
O 2.58289 -3.62915 -2.13162 0.1 -0.2 -0.2 -0.27
C -3.71840 -2.04658 -0.23046 0.1 0.0 -0.1 0.01
C -0.09081 4.69193 -3.08507 0.0 -0.1 0.0 -0.80
H 0.54008 -0.67693 5.13512 0.0 0.0 0.0 0.49
H -0.77862 5.44538 -3.44316 0.0 0.0 0.0 0.46
C -1.39616 -2.37954 -2.02693 0.0 0.1 0.0 -1.08
H -2.64894 -0.69018 2.03726 0.0 0.0 0.0 0.27
O 0.57235 -0.37579 -1.03327 -0.1 0.2 0.4 1.24
C 2.45595 -2.37662 -2.18850 0.0 0.5 0.3 0.46
C -1.30828 2.83529 1.44722 0.0 0.0 0.0 -1.05
C 1.87887 -0.58690 1.93727 -0.1 0.0 0.0 -0.90
H 0.23469 1.30370 -3.04346 0.0 0.0 0.0 0.40
H -1.27320 3.04799 -3.84453 0.0 0.0 0.0 0.49
H -0.97364 3.81630 1.10864 0.0 0.0 0.0 0.55
H -0.41811 2.08329 -0.37211 0.0 0.0 -0.1 -0.34
C 1.96912 4.06908 -1.99773 0.0 0.1 0.0 1.35
H 1.51715 -2.15421 0.50669 0.1 -0.1 0.1 -1.25
H -2.35925 -2.73109 1.32511 0.0 0.0 0.0 0.29
H -2.74863 -1.66619 -3.53286 0.0 0.0 0.0 0.52
C -2.81797 2.69522 1.27002 0.0 0.0 0.0 -0.77
H -4.04393 -3.15858 -2.04632 0.0 0.0 0.0 0.33
H 3.52373 -5.06443 -1.02803 0.0 0.0 0.0 0.34
C -2.21279 0.30033 1.91379 0.0 0.0 0.0 -1.23
C 2.81604 -4.26794 -0.83314 0.0 0.1 -0.1 -0.54
O 5.76543 1.05059 -0.61369 0.0 -0.1 -0.1 -0.45
H 2.11606 0.21370 1.22484 0.0 0.0 0.0 -0.12
C 0.95330 -1.11443 4.22617 0.0 0.0 0.0 -1.20
P -0.31649 -0.96638 0.17412 0.1 -0.2 -0.1 -0.12
H 1.86769 -4.67161 -0.49334 0.0 0.0 0.0 0.25
C -3.87874 -2.11865 -1.74610 0.0 0.0 0.0 -1.20
H 2.82546 -1.08997 2.15613 0.0 0.0 0.0 0.59
H -3.71827 1.50747 2.85757 0.0 0.0 0.0 0.52
O 2.35120 -1.70310 -3.25075 -0.2 0.0 0.2 -0.53
H 1.41970 -3.25990 2.57431 0.0 0.0 0.0 0.57
C 3.20250 4.40838 -1.40599 -0.1 0.1 0.0 -0.61
H -4.75902 -1.55729 -2.05880 0.0 0.0 0.0 0.48
H -2.05052 0.45074 -0.21427 0.0 0.0 0.0 0.50
H -2.63847 -3.87676 0.03768 0.0 0.0 0.0 0.58
C -0.37647 3.32267 -3.30401 0.0 0.1 0.0 -0.52
H -3.32901 3.52791 1.75018 0.0 0.0 0.0 0.53
C 0.51530 -2.69630 2.32371 -0.1 0.0 0.0 -0.96
H -1.51413 -3.41652 -2.35367 0.0 0.0 0.0 0.59
H -0.98626 -1.58274 3.40129 0.0 0.0 0.0 0.04
C 0.95080 -1.63980 1.29500 0.1 0.2 0.2 1.30
H 1.29869 6.10119 -2.29401 0.0 0.0 0.0 0.45
C -1.36137 0.42362 0.63909 0.0 0.2 0.0 0.73
H -4.15210 0.98259 1.24885 0.0 0.0 0.0 0.24
C -2.63333 -1.59097 -2.45128 0.0 0.0 0.1 -0.37
H 3.44279 5.45340 -1.24701 0.0 0.0 0.0 0.50
C -3.32425 1.35983 1.85260 0.1 0.0 -0.1 -0.95
H 2.08495 0.64485 3.68334 0.0 0.0 0.0 0.55
N 2.54225 1.74323 -1.75863 -0.1 0.5 -0.3 -0.59
C 0.46606 2.34511 -2.85873 0.0 -0.1 0.0 -0.54
H -3.06076 2.76223 0.20512 0.0 0.0 0.0 0.30
C 1.05578 5.05693 -2.44808 0.0 0.0 0.0 -0.91
O 4.12637 -0.25148 -1.48079 0.0 0.6 0.6 -0.53
H 0.43685 1.61044 1.08057 0.0 0.0 0.0 0.01
H -1.05544 2.77050 2.50880 0.0 0.0 0.0 0.36
H -3.66128 -0.99781 0.06951 0.0 0.0 0.0 -0.36
H 0.45444 0.61543 3.04421 0.0 0.0 0.0 -0.27
C 1.65430 2.70311 -2.19070 0.2 -0.2 0.2 0.35
H -2.49880 -0.52490 -2.22621 0.0 0.0 0.0 0.08
C -2.48088 -2.81466 0.24221 0.0 0.1 0.0 -1.31
H 1.85626 -1.65892 4.51947 0.0 0.0 0.0 0.40
C 3.72911 2.11314 -1.28508 -0.3 -0.3 -0.1 0.64
C 1.33083 -0.00707 3.24213 0.0 -0.1 0.0 -0.09
H 5.08487 3.64390 -0.66847 0.0 0.0 0.0 0.54
C 4.10403 3.43113 -1.07128 0.1 0.0 0.1 -0.68
C -0.04347 -2.09431 3.60963 0.1 0.1 -0.1 -0.34
H -4.59632 -2.45984 0.26668 0.0 0.0 0.0 0.52
C 4.67967 0.97152 -1.06366 0.0 -0.1 0.0 0.29
H -0.27328 -2.89518 4.31213 0.0 0.0 0.0 0.48
C -1.18088 -2.42140 -0.49793 -0.1 0.0 -0.1 0.69
H -0.51009 -1.99542 -2.53353 0.0 0.0 0.0 0.10
H -0.43399 -3.19754 -0.29199 0.0 0.0 0.0 0.52
H 3.23068 -3.54001 -0.14153 0.0 0.0 0.0 0.27
```
Forces are in eV/Å.

- HOMO level (spin up / spin down) (eV) = -14.84 / -14.84
- LUMO level (spin up / spin down) (eV) = -7.8 / -7.8
- multiplicity = 2
- HOMO-LUMO gap (spin up / spin down) (eV) = 7.03 / 7.08
- energy (Eh) = -2020.97591
- largest force on an atom (eV Å⁻¹) = 1.58
- net charge = +2